(1)
ORCA calculation (wB97M-V/def2-TZVPD) on a cluster of 2 separate species, C4H13NOS in total.

The energy comes out at -688.3497 hartree. Its LUMO energy is 0.75 eV. The value obtained for the largest force on an atom is 1.45 eV/A. As for the SMILES: CNCCCS.O. Its orbital gap is 9.22 eV.

Atoms and positions in Å:
C 2.357 -0.994 0.015
N 1.053 -0.364 0.124
C -0.061 -1.204 0.558
C -1.350 -0.842 -0.192
C -1.916 0.526 0.178
S -2.450 0.716 1.902
H 2.642 -1.042 -1.010
H 2.383 -1.976 0.468
H 3.126 -0.360 0.464
H 0.966 0.511 0.617
H -0.244 -1.177 1.637
H 0.206 -2.246 0.350
H -2.122 -1.617 -0.158
H -1.030 -0.811 -1.237
H -2.715 0.760 -0.523
H -1.159 1.258 0.032
H -2.102 -0.493 2.357
O 0.798 3.076 -1.452
H 0.223 2.692 -2.123
H 1.393 3.587 -2.008

---

(2)
ORCA calculation (wB97M-V/def2-TZVPD) on a cluster of 2 separate species, C4H13NOS in total.

The energy comes out at -688.3427 hartree. Its LUMO energy is 0.82 eV. The value obtained for the largest force on an atom is 2.28 eV/A. As for the SMILES: CNCCCS.O. Its orbital gap is 9.86 eV.

Atoms and positions in Å:
C -0.309 -2.499 -1.559
N 0.114 -1.699 -0.424
C 0.177 -0.240 -0.714
C 0.171 0.590 0.573
C -1.121 0.577 1.396
S -2.333 1.634 0.540
H -0.513 -3.487 -1.120
H 0.503 -2.541 -2.284
H -1.242 -2.307 -2.105
H -0.538 -1.758 0.348
H -0.567 0.228 -1.375
H 1.161 -0.162 -1.181
H 0.482 1.597 0.314
H 0.881 0.118 1.271
H -0.867 1.084 2.331
H -1.346 -0.443 1.705
H -3.185 1.970 1.494
O 2.609 2.628 0.486
H 3.420 3.004 0.108
H 2.502 1.705 0.197

---

(3)
ORCA calculation (wB97M-V/def2-TZVPD) on a cluster of 2 separate species, C4H13NOS in total.

The energy comes out at -688.3614 hartree. Its LUMO energy is 0.77 eV. The value obtained for the largest force on an atom is 0.97 eV/A. As for the SMILES: CNCCCS.O. Its orbital gap is 9.78 eV.

Atoms and positions in Å:
C -1.833 0.927 0.993
N -0.774 1.697 0.390
C 0.159 0.898 -0.412
C 1.430 0.591 0.377
C 2.090 -0.726 -0.008
S 1.232 -2.234 0.519
H -2.496 0.376 0.301
H -2.466 1.580 1.589
H -1.438 0.181 1.680
H -1.218 2.403 -0.183
H 0.469 1.544 -1.232
H -0.352 0.007 -0.788
H 1.253 0.596 1.448
H 2.152 1.400 0.200
H 3.129 -0.759 0.342
H 2.173 -0.790 -1.099
H 0.644 -1.720 1.609
O -1.237 -2.107 -2.252
H -0.782 -2.048 -1.404
H -2.134 -1.817 -2.071

---

(4)
ORCA calculation (wB97M-V/def2-TZVPD) on a cluster of 3 separate species, C4H13NOS2 in total.

The energy comes out at -1086.4116 hartree. Its LUMO energy is -4.05 eV. The value obtained for the largest force on an atom is 1.64 eV/A. Its orbital gap is 4.51 eV.

Atoms and positions in Å:
N 0.137 1.145 -3.213
C 0.194 1.304 -1.761
C -0.811 0.345 -1.106
S -0.459 -1.347 -1.381
S 0.342 2.022 1.445
C 0.673 0.334 1.926
C -0.534 -0.450 2.425
H 0.301 0.179 -3.457
H 0.789 1.764 -3.671
H -0.123 2.305 -1.478
H 1.175 1.001 -1.376
H -1.825 0.568 -1.445
H -0.743 0.542 0.011
H 1.423 0.424 2.726
H 1.194 -0.166 1.090
H -0.311 -1.493 2.640
H -0.975 0.130 3.233
H -1.271 -0.557 1.622
H 0.476 -4.130 1.015
H 0.063 -2.752 0.461
O 0.484 -3.193 1.217

---

(5)
ORCA calculation (wB97M-V/def2-TZVPD) on a cluster of 2 separate species, C4H13NOSi in total.

The energy comes out at -579.6280 hartree. Its LUMO energy is 0.38 eV. The value obtained for the largest force on an atom is 4.00 eV/A. Its orbital gap is 8.57 eV.

Atoms and positions in Å:
C -2.485 -0.059 0.341
C 0.815 -1.871 0.241
C 2.635 0.676 -0.859
C -2.110 0.650 -1.033
N 1.072 0.794 1.587
O -0.928 1.375 -0.998
Si 1.078 0.035 0.061
H -1.841 -0.971 0.438
H -2.329 0.673 1.201
H -3.603 -0.456 0.378
H 0.545 -2.357 -0.731
H 1.674 -2.415 0.331
H 0.027 -2.168 0.899
H 2.552 0.913 -1.872
H 2.825 1.566 -0.287
H 3.494 0.083 -0.623
H -2.864 1.429 -1.167
H -2.138 -0.065 -1.867
H 0.857 1.792 1.606
H 0.724 0.378 2.353

---

(6)
ORCA calculation (wB97M-V/def2-TZVPD) on a cluster of 2 separate species, C4H13NOSi in total.

The energy comes out at -579.6052 hartree. Its LUMO energy (spin up / spin down) is -0.59 / 0.40 eV. The value obtained for the largest force on an atom is 3.81 eV/A. Its orbital gap (spin up / spin down) is 7.61 / 8.02 eV.

Atoms and positions in Å:
C 1.617 -1.087 2.784
C -0.521 1.892 -0.713
C 1.910 -0.339 1.470
C 0.140 0.563 -1.333
N -2.583 -0.616 -0.945
O -0.804 -1.910 -2.561
Si -0.862 -1.039 -1.102
H 1.981 -2.122 2.815
H 2.283 -0.688 3.618
H 0.635 -0.900 3.221
H -0.538 1.890 0.347
H -0.017 2.796 -0.962
H -1.587 2.019 -1.029
H 1.270 0.509 1.094
H 2.930 -0.390 1.083
H 1.021 0.564 -0.678
H 0.431 0.694 -2.322
H -2.813 -0.039 -0.161
H -2.809 0.064 -1.655
H -1.685 -1.860 -2.972

---

(7)
ORCA calculation (wB97M-V/def2-TZVPD) on a cluster of 2 separate species, C4H13NS in total.

The energy comes out at -613.0769 hartree. Its LUMO energy is 0.84 eV. The value obtained for the largest force on an atom is 3.69 eV/A. As for the SMILES: CCS.CNC. Its orbital gap is 10.02 eV.

Atoms and positions in Å:
C 1.659 1.993 2.383
C 0.508 2.435 1.449
S 0.525 1.279 0.089
H 1.408 2.305 3.365
H 1.655 0.888 2.317
H 2.695 2.428 2.159
H -0.432 2.399 1.951
H 0.790 3.424 0.924
H -0.069 2.099 -0.741
C -0.075 -2.755 -1.672
N -0.639 -1.403 -2.045
C -1.854 -1.310 -1.140
H 0.903 -2.795 -2.209
H -0.727 -3.552 -2.070
H 0.241 -2.808 -0.534
H 0.000 -0.752 -1.660
H -2.737 -1.805 -1.571
H -1.738 -1.754 -0.163
H -2.114 -0.316 -0.834

---

(8)
ORCA calculation (wB97M-V/def2-TZVPD) on a cluster of 2 separate species, C4H13NS in total.

The energy comes out at -613.0590 hartree. Its LUMO energy is 0.78 eV. The value obtained for the largest force on an atom is 4.14 eV/A. As for the SMILES: CCN.CCS. Its orbital gap is 9.78 eV.

Atoms and positions in Å:
C -1.727 0.395 -1.605
C -0.989 1.121 -0.500
N -1.480 0.456 0.791
H -2.797 0.548 -1.376
H -1.514 0.763 -2.684
H -1.409 -0.752 -1.542
H 0.123 1.150 -0.655
H -1.358 2.088 -0.319
H -0.751 0.342 1.424
H -1.934 -0.337 0.420
C 1.111 -1.508 0.148
C 1.961 -0.680 1.108
S 2.319 1.100 0.618
H 0.576 -0.775 -0.564
H 0.240 -2.050 0.475
H 1.531 -1.941 -0.727
H 2.979 -1.092 1.229
H 1.660 -0.550 2.171
H 1.457 1.720 1.587

---

> What is the energy in the eighth record?

-613.0590 hartree